1.
The molecule C15H20N2O6S, computed with ωB97M-V/def2-TZVPD.

Values from the calculation:
Multiplicity: 1
LUMO energy, eV: 0.53
Charge: 0

Each line ends with the Mulliken charge.
Atoms and positions in Å:
C1 5.912 1.371 0.437  -1.16
C2 5.809 -0.150 0.418  -0.08
C3 5.506 -0.710 -0.972  -0.65
C4 4.084 -0.420 -1.455  -0.86
N1 3.058 -1.027 -0.630  -0.13
S1 2.346 -0.137 0.590  1.41
O1 2.641 -0.732 1.862  -0.70
O2 2.622 1.252 0.377  -0.69
C5 0.623 -0.441 0.213  -0.06
C6 0.003 0.369 -0.723  -0.64
C7 -1.321 0.162 -1.080  -0.98
C8 -1.980 -0.885 -0.461  1.12
C9 -1.338 -1.696 0.489  0.30
C10 -0.024 -1.492 0.845  -0.88
O3 -2.219 -2.633 0.943  -0.46
C11 -3.409 -2.433 0.316  0.40
O4 -4.401 -3.077 0.488  -0.60
N2 -3.260 -1.377 -0.567  0.09
C12 -4.347 -0.814 -1.311  -0.81
C13 -4.764 0.565 -0.793  0.60
O5 -5.409 1.344 -1.439  -0.60
O6 -4.312 0.767 0.437  -0.19
C14 -4.667 1.998 1.078  -0.34
C15 -6.039 1.900 1.727  -1.15
H1 4.941 1.822 0.254  0.25
H2 6.615 1.719 -0.318  0.35
H3 6.258 1.707 1.411  0.33
H4 5.030 -0.463 1.117  0.12
H5 6.755 -0.578 0.760  0.36
H6 6.206 -0.286 -1.696  0.38
H7 5.652 -1.794 -0.964  0.28
H8 3.957 -0.790 -2.479  0.32
H9 3.883 0.651 -1.441  0.40
H10 3.303 -1.947 -0.298  0.33
H11 0.575 1.174 -1.153  0.51
H12 -1.816 0.793 -1.801  0.46
H13 0.486 -2.085 1.584  0.55
H14 -5.201 -1.491 -1.200  0.38
H15 -4.099 -0.731 -2.374  0.32
H16 -3.885 2.162 1.821  0.33
H17 -4.653 2.799 0.333  0.35
H18 -6.803 1.754 0.968  0.31
H19 -6.066 1.064 2.422  0.31
H20 -6.251 2.818 2.267  0.39

2.
A cluster of 2 separate species, C15H20N3O4 in total, computed with ωB97M-V/def2-TZVPD.

Values from the calculation:
Multiplicity: 1
LUMO energy, eV: -4.70
Charge: +1

Each line ends with the Mulliken charge.
Atoms and positions in Å:
C1 1.476 -2.579 5.331  -1.03
C2 0.722 -3.710 4.612  -0.19
O1 -0.441 -3.245 3.926  -0.44
C3 -0.282 -2.997 2.567  -0.48
C4 0.268 -1.596 2.323  -0.74
O2 0.064 -1.213 0.935  -0.42
C5 1.101 -1.225 0.116  1.05
C6 2.176 -2.096 0.168  -0.25
C7 3.184 -2.006 -0.795  -0.44
N1 3.167 -1.129 -1.770  -1.09
N2 2.126 -0.318 -1.777  0.59
C8 1.106 -0.273 -0.932  0.29
C9 0.053 0.772 -1.116  -0.93
N3 0.432 2.063 -0.489  -0.44
H1 1.446 -2.739 6.403  0.31
H2 0.981 -1.637 5.120  0.29
H3 2.515 -2.541 5.020  0.31
H4 1.384 -4.219 3.909  0.23
H5 0.366 -4.449 5.322  0.40
H6 -1.261 -3.052 2.093  0.35
H7 0.348 -3.752 2.084  0.33
H8 -0.334 -0.905 2.903  0.37
H9 1.317 -1.490 2.590  0.45
H10 2.252 -2.847 0.940  0.45
H11 4.024 -2.681 -0.785  0.46
H12 2.125 0.347 -2.546  0.31
H13 -0.863 0.433 -0.651  0.42
H14 -0.096 0.953 -2.180  0.27
H15 0.418 1.941 0.521  0.25
H16 1.410 2.247 -0.696  0.26
C10 -3.427 3.828 -4.754  -0.35
C11 -2.273 3.182 -4.908  -0.47
C12 -1.363 2.973 -3.760  0.52
O3 -0.319 2.352 -3.878  -0.61
C13 -1.768 3.512 -2.441  -0.26
C14 -2.925 4.148 -2.281  -0.43
C15 -3.848 4.358 -3.429  0.31
O4 -4.900 4.937 -3.289  -0.51
H17 -4.114 3.993 -5.574  0.42
H18 -1.952 2.779 -5.860  0.42
H19 -1.051 3.333 -1.646  0.58
H20 -3.246 4.549 -1.328  0.44

3.
The molecule C15H20N6O4, computed with ωB97M-V/def2-TZVPD.

Values from the calculation:
Multiplicity: 1
LUMO energy, eV: 0.09
Charge: 0

Each line ends with the Mulliken charge.
Atoms and positions in Å:
C1 -5.734 -1.201 -1.558  -0.72
O1 -4.617 -0.367 -1.399  -0.31
C2 -3.861 -0.666 -0.249  -0.54
C3 -2.664 0.279 -0.199  -0.51
C4 -1.850 0.137 1.090  -0.28
N1 -1.257 -1.166 1.243  -0.06
C5 -0.066 -1.491 0.713  -0.01
N2 0.290 -2.776 0.814  -0.80
C6 1.463 -3.133 0.307  0.51
N3 1.781 -4.427 0.398  -0.36
C7 2.333 -2.176 -0.318  -0.80
N4 3.540 -2.539 -0.878  1.14
O2 3.933 -3.707 -0.794  -0.81
O3 4.220 -1.691 -1.471  -0.80
C8 1.854 -0.819 -0.313  1.24
N5 2.585 0.182 -0.820  -0.06
C9 2.246 1.539 -0.744  0.17
C10 2.331 2.320 -1.886  -0.56
C11 2.009 3.665 -1.851  -0.64
C12 1.596 4.233 -0.660  -0.74
C13 1.534 3.474 0.497  -0.62
C14 1.874 2.126 0.480  0.83
O4 1.917 1.326 1.578  -0.34
C15 1.536 1.861 2.820  -1.01
N6 0.656 -0.519 0.169  -0.19
H1 -6.236 -0.878 -2.468  0.25
H2 -5.436 -2.252 -1.659  0.29
H3 -6.423 -1.112 -0.709  0.29
H4 -4.484 -0.541 0.653  0.32
H5 -3.524 -1.715 -0.285  0.35
H6 -3.032 1.302 -0.283  0.37
H7 -2.018 0.083 -1.055  0.18
H8 -2.483 0.332 1.960  0.51
H9 -1.027 0.853 1.062  -0.10
H10 -1.823 -1.937 1.557  0.32
H11 1.125 -5.043 0.843  0.22
H12 2.674 -4.733 0.030  0.26
H13 3.431 -0.099 -1.320  0.35
H14 2.646 1.856 -2.809  0.45
H15 2.075 4.261 -2.747  0.38
H16 1.331 5.279 -0.620  0.39
H17 1.233 3.948 1.417  0.41
H18 2.200 2.676 3.128  0.37
H19 0.501 2.218 2.808  0.38
H20 1.623 1.040 3.531  0.26

4.
The molecule C15H20O5S, computed with ωB97M-V/def2-TZVPD.

Values from the calculation:
Multiplicity: 1
LUMO energy, eV: 0.62
Charge: 0

Each line ends with the Mulliken charge.
Atoms and positions in Å:
C1 6.549 0.422 1.210  -1.29
C2 5.614 1.023 0.168  -0.35
C3 4.468 0.074 -0.171  -0.38
C4 3.532 0.671 -1.223  -0.82
O1 2.486 -0.207 -1.581  -0.44
C5 1.442 -0.403 -0.730  0.70
C6 0.543 -1.403 -1.107  -0.59
C7 -0.563 -1.682 -0.332  -0.20
C8 -0.804 -0.974 0.843  0.36
C9 -2.018 -1.252 1.660  -1.29
S1 -3.299 0.055 1.452  -0.10
C10 -3.623 -0.160 -0.352  0.35
C11 -4.206 1.108 -0.955  -0.89
C12 -5.458 1.553 -0.230  0.61
O2 -5.597 1.584 0.960  -0.55
O3 -6.403 1.956 -1.084  -0.47
C13 -4.530 -1.358 -0.396  0.45
O4 -4.143 -2.497 -0.319  -0.59
O5 -5.826 -1.041 -0.474  -0.41
C14 0.085 0.028 1.206  -1.01
C15 1.199 0.313 0.439  -0.21
H1 6.980 -0.507 0.844  0.32
H2 6.009 0.209 2.130  0.33
H3 7.359 1.110 1.439  0.38
H4 6.178 1.248 -0.741  0.30
H5 5.206 1.964 0.545  0.32
H6 4.867 -0.866 -0.557  0.28
H7 3.901 -0.157 0.734  0.39
H8 3.135 1.637 -0.886  0.34
H9 4.080 0.836 -2.155  0.38
H10 0.737 -1.948 -2.017  0.44
H11 -1.244 -2.467 -0.631  0.43
H12 -2.480 -2.201 1.392  0.39
H13 -1.805 -1.230 2.728  0.51
H14 -2.658 -0.402 -0.806  0.16
H15 -4.440 0.962 -2.010  0.32
H16 -3.471 1.911 -0.859  0.34
H17 -7.195 2.242 -0.602  0.36
H18 -6.371 -1.840 -0.397  0.37
H19 -0.101 0.597 2.105  0.38
H20 1.865 1.097 0.763  0.37

5.
A structure of composition C15H21As2MgN5S5, computed with ωB97M-V/def2-TZVPD.

Values from the calculation:
Multiplicity: 1
LUMO energy, eV: 4.19
Charge: -2

Each line ends with the Mulliken charge.
Atoms and positions in Å:
Mg1 0.865 0.296 0.615  0.59
S1 7.577 -0.524 3.587  -0.38
C1 6.058 -0.297 2.928  0.10
S2 5.767 0.037 1.275  -0.13
C2 4.022 0.170 1.317  0.20
C3 3.462 -0.015 2.538  0.06
S3 1.775 0.075 2.970  -0.55
S4 4.602 -0.348 3.826  -0.15
S5 3.211 0.522 -0.187  -0.60
C4 0.788 -0.981 -3.577  -1.27
As1 0.286 0.340 -2.220  0.92
C5 1.156 1.904 -3.019  -1.18
C6 -1.562 0.671 -2.766  0.29
C7 -1.813 0.913 -4.118  -0.28
C8 -3.104 1.046 -4.598  -0.71
C9 -4.167 0.904 -3.716  -0.63
C10 -3.931 0.680 -2.370  -0.59
C11 -2.627 0.594 -1.860  0.16
As2 -2.493 0.272 0.087  0.64
C12 -5.270 -2.026 -0.770  -0.71
C13 -4.049 1.364 0.600  -1.35
H1 0.571 -0.638 -4.589  0.44
H2 0.237 -1.899 -3.374  0.31
H3 1.856 -1.175 -3.474  0.38
H4 0.907 2.010 -4.076  0.45
H5 2.234 1.793 -2.898  0.42
H6 0.835 2.793 -2.479  0.27
H7 -0.984 0.989 -4.813  0.12
H8 -3.278 1.232 -5.653  0.36
H9 -5.189 0.950 -4.075  0.37
H10 -4.771 0.492 -1.711  0.03
H11 -6.043 -2.785 -0.988  0.02
H12 -4.756 -2.349 0.150  0.11
H13 -4.566 -2.034 -1.623  -0.02
H14 -4.959 0.795 0.405  0.37
H15 -4.056 2.320 0.072  0.30
H16 -3.958 1.545 1.673  0.46
C14 -0.990 1.412 0.605  -1.40
H17 -1.023 2.346 0.028  0.43
H18 -1.216 1.677 1.649  0.47
N1 -2.413 -3.792 -0.692  -0.90
N2 -1.455 -3.136 0.058  1.12
N3 -1.324 -3.284 1.362  -1.04
C15 -0.332 -2.448 1.621  -0.11
N4 0.101 -1.831 0.515  -0.09
N5 -0.629 -2.296 -0.482  -0.28
H19 -3.198 -3.136 -0.883  0.14
H20 -2.802 -4.491 -0.069  0.41
H21 0.091 -2.268 2.595  0.45

6.
A structure of composition C15H21AsB2F4FeN6O10S2, computed with ωB97M-V/def2-TZVPD.

Values from the calculation:
Multiplicity: 5
LUMO energy (alpha / beta), eV: -0.27 / -1.26
<S²>: 6.223
Charge: 0

Each line ends with the Mulliken charge.
Atoms and positions in Å:
Fe1 0.156 -0.258 -0.030  1.99
C1 4.504 -1.741 2.462  -1.84
C2 3.178 -1.318 1.912  0.45
N1 2.468 -2.149 1.036  0.47
O1 1.374 -2.767 1.669  -0.36
B1 0.176 -3.007 0.825  0.56
F1 -0.071 -4.346 0.706  -0.29
F2 0.463 -2.422 -0.459  -0.21
O2 -1.023 -2.363 1.381  -0.70
N2 -1.041 -1.006 1.236  1.01
C3 -1.689 -0.346 2.191  0.82
C4 -2.267 -1.076 3.371  -1.95
C5 -1.772 1.048 2.150  0.29
N3 -1.612 1.884 1.044  0.13
O3 -0.702 2.904 1.153  -0.60
B2 0.726 2.499 1.167  0.72
F3 1.120 1.973 -0.093  -0.41
F4 1.463 3.591 1.522  -0.30
O4 0.921 1.394 2.161  -0.52
N4 1.456 0.251 1.642  0.16
C6 2.552 -0.120 2.282  0.18
C7 3.153 0.731 3.362  -1.79
C8 -2.142 1.831 3.371  -1.97
H1 4.732 -2.767 2.181  0.41
H2 4.497 -1.689 3.553  0.39
H3 5.323 -1.106 2.115  0.34
H4 -1.630 -0.934 4.247  0.32
H5 -2.331 -2.138 3.167  0.47
H6 -3.259 -0.697 3.614  0.43
H7 2.844 1.764 3.249  0.37
H8 4.239 0.671 3.330  0.49
H9 2.826 0.382 4.344  0.30
H10 -1.770 1.352 4.273  0.44
H11 -3.229 1.925 3.452  0.37
H12 -1.725 2.833 3.304  0.47
O5 -3.180 3.119 -0.948  -0.60
As1 -1.701 2.429 -1.579  1.17
O6 -0.629 3.578 -1.891  -0.74
O7 -1.446 1.203 -0.199  -0.19
C9 -2.356 1.480 -3.140  -0.38
C10 -3.425 2.094 -3.777  -0.67
C11 -3.878 1.601 -4.997  -0.67
C12 -3.269 0.507 -5.583  -0.59
C13 -2.200 -0.117 -4.951  -0.45
C14 -1.752 0.378 -3.744  0.21
S1 -0.524 -0.459 -2.811  1.80
O8 -1.270 -1.073 -1.722  -0.61
O9 0.227 -1.358 -3.667  -0.87
O10 0.320 0.624 -2.245  -0.88
H13 -3.714 2.451 -0.498  0.33
H14 -3.894 2.959 -3.330  0.51
H15 -4.710 2.086 -5.490  0.40
H16 -3.627 0.132 -6.533  0.40
H17 -1.712 -0.980 -5.384  0.50
N5 2.738 -0.812 -1.465  -0.33
C15 2.781 -2.123 -1.532  0.73
N6 2.490 -2.780 -2.633  -0.31
S2 3.292 -3.058 -0.104  -0.36
H18 2.270 -0.250 -2.172  0.30
H19 2.979 -0.354 -0.597  0.10
H20 1.974 -2.289 -3.363  0.27
H21 2.308 -3.768 -2.539  0.26